The following is a DFT calculation (the ωB97M-V functional and the def2-TZVPD basis) of a molecular structure, C15H41BaF3HgNO22S3Zn.

Last column: Löwdin charge in e.
Element x y z (Å)
Ba -15.10 -20.76 27.03  2.0461
Hg -17.50 -24.60 22.51  1.2762
Zn -19.44 -21.06 26.39  0.5830
S -17.74 -22.81 25.49  0.3463
O -18.70 -22.92 26.62  -0.3329
O -18.19 -21.50 24.96  -0.3515
O -16.38 -22.64 25.98  -0.5711
O -17.91 -23.84 24.49  -0.3527
S -18.84 -19.78 28.63  0.2483
O -20.14 -20.32 28.09  -0.3678
O -18.00 -20.04 27.44  -0.5075
O -18.88 -18.34 28.79  -0.3447
O -18.39 -20.46 29.82  -0.3322
C -18.08 -19.98 21.22  -0.6450
F -18.82 -19.37 22.15  0.1266
F -18.09 -19.21 20.15  0.1675
F -16.80 -20.10 21.62  0.1190
S -18.75 -21.71 20.87  0.5322
O -20.15 -21.69 21.24  -0.3131
O -18.50 -21.97 19.47  -0.2834
O -17.95 -22.56 21.79  -0.4418
C -21.23 -19.99 24.46  -0.1546
C -21.30 -21.52 24.41  -0.1536
O -21.15 -21.99 25.79  -0.0635
O -20.14 -19.52 25.26  -0.0566
H -22.23 -19.61 24.71  0.1345
H -21.15 -19.59 23.44  0.1220
H -20.47 -22.00 23.89  0.0968
H -22.19 -21.88 23.90  0.1376
H -21.82 -22.67 25.91  0.1301
H -20.08 -18.57 25.15  0.1319
C -18.59 -25.97 28.26  -0.1599
C -19.30 -26.37 26.95  -0.2274
O -20.03 -25.28 26.45  -0.0847
O -17.45 -25.11 28.00  -0.1049
H -18.19 -26.83 28.78  0.1205
H -19.27 -25.38 28.88  0.1361
H -19.99 -27.18 27.17  0.1271
H -18.52 -26.59 26.21  0.1018
H -19.48 -24.48 26.54  0.0213
H -17.78 -24.21 28.10  0.0748
C -14.19 -24.58 21.69  -0.1874
C -14.35 -24.77 23.19  -0.1510
O -15.66 -25.38 23.42  -0.2015
O -15.32 -23.78 21.33  -0.1129
H -14.25 -25.55 21.18  0.1321
H -13.31 -24.02 21.36  0.1334
H -14.40 -23.81 23.71  0.1261
H -13.63 -25.44 23.66  0.1317
H -15.60 -25.65 24.37  0.0495
H -15.40 -23.82 20.36  0.1146
C -14.13 -27.79 25.99  -0.2377
C -14.67 -26.64 26.85  -0.1701
O -15.62 -25.87 26.09  -0.1268
O -14.27 -29.06 26.57  -0.0398
H -13.07 -27.63 25.81  0.1216
H -14.61 -27.75 25.00  0.1017
H -13.87 -25.96 27.14  0.1197
H -15.25 -27.00 27.71  0.1266
H -16.12 -25.33 26.73  0.0533
H -15.16 -29.19 26.90  0.0912
C -15.62 -17.56 25.45  -0.2126
C -16.77 -18.35 24.83  -0.1969
O -16.32 -19.71 24.81  -0.2433
O -15.29 -17.97 26.77  -0.2047
H -15.79 -16.48 25.46  0.1363
H -14.74 -17.64 24.81  0.1249
H -16.95 -18.03 23.80  0.1276
H -17.66 -18.24 25.45  0.1190
H -17.05 -20.25 24.44  0.0453
H -15.56 -17.31 27.41  0.1136
C -21.97 -25.91 22.62  -0.0396
C -20.50 -25.65 22.93  -0.4152
C -19.73 -26.98 22.83  -0.1627
O -18.36 -26.70 23.09  -0.2712
C -17.70 -27.85 23.58  -0.0790
N -19.92 -24.69 21.96  0.0441
H -22.40 -26.54 23.40  0.0926
H -22.09 -26.32 21.62  0.0912
H -22.46 -24.93 22.68  0.0851
H -20.38 -25.18 23.91  0.1247
H -19.93 -27.38 21.83  0.1417
H -20.20 -27.60 23.59  0.1402
H -18.15 -28.13 24.54  0.0917
H -16.64 -27.69 23.81  0.0690
H -17.70 -28.72 22.92  0.1069
H -20.31 -23.76 21.81  0.0611
H -20.22 -25.14 21.09  0.1049

For the energy, the calculation gives -156695.818 eV. For the maximum force, the calculation gives 4.8 eV/A. As for the total charge: +1. The value obtained for the frontier orbital gap is 6.476 eV.